Entry A
Molecular formula: C8H16O
Method: DFT, the ωB97M-V functional and the def2-TZVPD basis

Cartesian coordinates (Å):
1 H -1.30166 2.47449 1.52401
2 H 2.13698 0.06581 -1.87306
3 H -2.64271 -1.59022 -1.15640
4 H 1.71498 2.45189 1.19712
5 H 3.34745 -1.06714 -0.97540
6 H 2.72745 0.29705 -0.24596
7 H 1.16645 -0.60479 1.51147
8 H -2.80688 -0.16342 0.18221
9 C -1.90030 -0.70216 0.45504
10 H -2.00216 -1.68714 0.88932
11 H 0.10646 -1.85279 1.16163
12 H 0.47462 1.33328 -0.63302
13 H 0.74095 3.29771 2.36631
14 H 1.03490 -1.97421 -1.36959
15 C 0.69606 2.68962 1.45597
16 H 1.96213 -2.24233 0.06414
17 C 2.42517 -0.45735 -0.97406
18 C -0.71697 -0.10357 0.31741
19 C 1.36736 -1.48917 -0.45475
20 C -0.53465 1.28829 -0.20408
21 O -3.39108 -1.88665 -1.70263
22 C -0.43569 2.22734 0.94111
23 C 0.50011 -0.92275 0.70645
24 H -3.58262 -1.03044 -2.12246
25 H -1.08634 1.64863 -1.06080

Its structure (SMILES) is C=CCC(=C)CCC.O. Its LUMO energy is 0.86 eV.

Atomic partial charges in e from the natural (NBO) method, atoms 1 to 4:
1. H 0.20
2. H 0.21
3. H 0.47
4. H 0.19


Entry B
Molecular formula: C8H16O
Method: DFT, the ωB97M-V functional and the def2-TZVPD basis

Cartesian coordinates (Å):
1 C -0.19702 -1.09947 -0.07846
2 H -0.10370 0.60635 2.34234
3 H 0.48768 2.69226 -0.72445
4 H -2.74651 1.77101 0.95719
5 H 1.48551 0.21357 -0.36103
6 H -2.35155 0.09260 1.24758
7 H -1.01190 2.23773 -1.54782
8 H 2.98577 -3.61269 -0.45425
9 C -0.02905 1.47901 1.69063
10 C -0.73177 1.25989 0.36996
11 H 0.27979 0.10862 -1.74962
12 C -2.19608 0.91284 0.54474
13 H -1.06780 -1.50938 -0.57435
14 H -1.05979 3.32856 -0.16846
15 H -2.66707 0.65565 -0.40628
16 C 0.51057 -0.09694 -0.71203
17 C -0.56216 2.43502 -0.57233
18 H 1.02813 1.71527 1.55306
19 H 2.74262 -2.10953 0.59675
20 C 1.26495 -2.42991 -0.85798
21 C 2.39821 -2.72188 -0.22411
22 O 0.77623 -3.12030 -1.92553
23 H -0.13142 -1.27817 0.98636
24 H -0.47230 2.32624 2.23268
25 H 1.36865 -3.85633 -2.16462

Its LUMO energy is 0.79 eV.

Atomic partial charges in e from the natural (NBO) method, atoms 1 to 4:
1. C -0.28
2. H 0.20
3. H 0.21
4. H 0.22


Going by the energies, entry A is most stable and the next is 2.872 eV up.


Entry A
Molecular formula: C2H6NS
Method: DFT, the ωB97M-V functional and the def2-TZVPD basis

Cartesian coordinates (Å):
1 S -3.24147 -1.06060 -0.61614
2 H -0.80799 -0.43172 0.01762
3 H 0.01613 1.77981 0.21518
4 N 0.15967 -0.72520 0.07837
5 C 1.16388 0.17981 -0.12489
6 H 2.15917 -0.26415 -0.10507
7 H 0.38232 -1.58519 0.53895
8 H 1.76949 2.21349 -0.38312
9 H -2.62237 -1.61951 0.43965
10 C 1.02118 1.51327 -0.06056

Its LUMO energy is 3.93 eV. Its total charge is -1.

Atomic partial charges in e from the natural (NBO) method, atoms 1 to 4:
1. S -1.04
2. H 0.43
3. H 0.20
4. N -0.83


Entry B
Molecular formula: C2H6NS
Method: DFT, the ωB97M-V functional and the def2-TZVPD basis

Cartesian coordinates (Å):
1 N -0.52224 0.85516 0.21262
2 C -0.01147 -0.78489 -1.50979
3 H -0.10075 0.63452 1.07615
4 H -1.96025 0.11816 -1.09472
5 H 2.44854 -0.25774 2.09630
6 S 1.75801 0.04008 3.21063
7 H 0.97510 -0.93972 -1.15637
8 H -0.23624 -0.88820 -2.52837
9 H -1.41500 1.35828 0.38797
10 C -0.93570 -0.13565 -0.69442

Its LUMO energy is 3.79 eV. Its total charge is -1.

Atomic partial charges in e from the natural (NBO) method, atoms 1 to 4:
1. N -0.82
2. C -0.52
3. H 0.43
4. H 0.15


Going by the energies, entry A is most stable and the next is 0.842 eV up.


Entry A
Molecular formula: C2H6NS
Method: DFT, the ωB97M-V functional and the def2-TZVPD basis

Cartesian coordinates (Å):
1 H 1.00243 -1.80413 1.15245
2 C 1.29128 -1.98425 0.11389
3 S 0.31572 -1.01333 -1.09108
4 N -1.32344 2.45668 0.75756
5 H -0.57723 1.20934 -0.71134
6 H 2.35668 -1.74803 0.02850
7 H -0.69840 1.87958 1.32776
8 H -2.18537 2.14418 -1.07085
9 C -1.36350 1.90677 -0.39014
10 H 1.18183 -3.04680 -0.11675

Its LUMO energy is 4.40 eV. Its total charge is -1.

Atomic partial charges in e from the natural (NBO) method, atoms 1 to 4:
1. H 0.17
2. C -0.73
3. S -0.73
4. N -0.67


Entry B
Molecular formula: C2H6NS
Method: DFT, the ωB97M-V functional and the def2-TZVPD basis

Cartesian coordinates (Å):
1 H -2.83798 -0.07597 1.05549
2 H 1.11899 0.72332 -0.87337
3 H -2.14497 1.50271 1.01118
4 S -1.47757 0.28092 -0.96326
5 H 3.09606 -1.25582 -0.27817
6 N 2.78387 -0.29030 -0.42045
7 C 1.55620 -0.26121 -0.77668
8 H -1.13712 0.06114 1.45027
9 C -1.91380 0.45688 0.78850
10 H 0.95631 -1.14165 -0.99351

Its LUMO energy is 4.33 eV. Its total charge is -1.

Atomic partial charges in e from the natural (NBO) method, atoms 1 to 4:
1. H 0.17
2. H 0.20
3. H 0.17
4. S -0.73


Going by the energies, entry A is most stable and the next is 0.059 eV up.